# 1
DFT (ωB97M-V/def2-TZVPD) results for a single C3H5NOS2 molecule.

The SMILES is CN(S)C(=S)C=O. The value obtained for the frontier orbital gap is 8.10 eV. As for the total energy: -1043.604311 a.u.

Geometry (Å):
C 1.62278 -0.45182 0.12271
N 0.32140 0.15910 0.19020
S -0.17349 1.22003 1.48292
C -0.62780 -0.22716 -0.68112
S -0.64050 -1.26895 -2.08061
C -2.06201 0.09281 -0.36556
O -2.35389 0.22272 0.80253
H 1.37834 -1.46768 -0.12576
H 2.01277 -0.55991 1.09236
H 2.23164 -0.08221 -0.69758
H 1.02695 2.06566 1.41639
H -2.73619 0.29741 -1.15648



# 2
DFT (ωB97M-V/def2-TZVPD) results for 8 unconnected molecules or ions with the total composition C20H57NO13.

The SMILES is COCCNCCOC.OCCO.OCCO.OCCO.OCCO.CCO.CCO.CCO. The value obtained for the frontier orbital gap is 9.58 eV. As for the total energy: -1828.732333 a.u.

Geometry (Å):
C -5.06666 4.90429 -4.02751
O -4.99166 3.60929 -4.40451
C -4.28366 2.84629 -3.35951
C -3.88366 1.46829 -3.92351
N -3.12766 0.87629 -2.87851
C -3.00066 -0.50271 -3.09451
C -1.77266 -1.07471 -2.38151
O -1.58266 -2.32671 -2.16951
C -2.49966 -3.04571 -1.35751
H -4.06266 5.33529 -3.90451
H -5.66066 5.03329 -3.15451
H -5.70766 5.54429 -4.59251
H -4.81866 2.83629 -2.45251
H -3.32366 3.35329 -3.05151
H -3.28266 1.70629 -4.85251
H -4.77666 0.88929 -4.17651
H -2.24766 1.26429 -3.15251
H -2.94166 -0.81271 -4.12851
H -3.90766 -0.75671 -2.54251
H -1.59266 -0.67471 -1.41951
H -0.89566 -0.70671 -2.88451
H -2.62566 -2.59971 -0.45551
H -2.24666 -4.16171 -1.34951
H -3.48566 -3.13371 -1.77251
O 2.74334 -2.93671 -1.32751
C 1.48234 -3.38371 -1.72751
C 1.51634 -4.61571 -2.50451
O 0.23734 -5.07071 -2.84951
H 2.98134 -2.09671 -1.72351
H 0.96034 -3.47871 -0.74151
H 0.98034 -2.62371 -2.30651
H 2.19834 -5.26171 -2.05451
H 1.89334 -4.54771 -3.48051
H 0.12534 -4.93471 -3.80351
O -1.78966 2.80129 0.00349
C -2.47566 2.63429 1.25249
C -2.88066 1.22529 1.37349
O -3.79666 0.93129 0.23649
H -2.26466 2.54129 -0.82551
H -1.79166 2.89229 2.04749
H -3.41166 3.16729 1.33949
H -3.64766 1.22429 2.04149
H -2.10266 0.60029 1.73349
H -3.31466 0.29229 -0.26051
O 2.42034 3.21229 4.32149
C 1.68834 2.09529 4.82149
C 0.47034 2.08629 4.04949
O -0.22766 0.86029 4.23549
H 3.06234 3.46129 5.00349
H 2.37034 1.19929 4.71649
H 1.26134 2.25729 5.80449
H 0.79434 2.05629 3.00649
H -0.12066 3.01729 4.14449
H 0.03034 0.30629 3.52049
O 2.07834 0.48229 -2.87751
C 1.59034 0.51129 -1.57251
C 1.54634 1.90929 -1.14351
O 0.97634 2.16129 0.12949
H 3.00534 0.31529 -2.92551
H 0.57834 0.12129 -1.38151
H 2.13234 -0.04071 -0.90051
H 1.00034 2.44629 -1.90851
H 2.52134 2.32129 -1.41251
H 0.05134 2.20029 0.15449
C 3.48834 0.97329 1.76449
C 4.58534 0.84129 2.67949
O 5.54634 0.10429 2.02949
H 3.71234 1.40729 0.79749
H 2.64234 1.59329 2.12749
H 3.13034 0.03429 1.44949
H 4.31434 0.38529 3.65649
H 5.01634 1.81429 2.91049
H 5.20434 -0.80971 1.93149
C -0.89866 -2.26271 1.50949
C 0.28134 -1.57571 1.02349
O 0.42534 -0.31871 1.58549
H -0.94766 -2.57371 2.54949
H -1.12466 -3.22971 1.00749
H -1.78566 -1.74171 1.21849
H 0.22534 -1.40571 -0.02451
H 1.20534 -2.16571 1.18149
H 0.67434 0.36729 0.90649
C 2.98534 -2.12871 3.55549
C 3.49734 -2.94471 2.44749
O 4.60534 -2.44371 1.80249
H 3.79134 -1.95971 4.26549
H 2.21234 -2.79171 3.92949
H 2.50134 -1.20471 3.21049
H 2.78934 -3.35471 1.78349
H 4.05234 -3.79871 2.88449
H 4.78234 -3.02071 1.09449



# 3
DFT (ωB97M-V/def2-TZVPD) results for a single C10H12ClN molecule.

The SMILES is NC[C@H]1C[C@H]1c1ccc(Cl)cc1. The value obtained for the frontier orbital gap is 9.60 eV. As for the total energy: -903.152604 a.u.

Geometry (Å):
N -2.49691 -1.45932 2.18216
C -1.63623 -0.68975 1.24296
C -0.32675 -0.27323 1.85370
C 0.80717 -1.22165 1.65694
C 0.93361 0.19831 1.12512
C 0.83754 0.54409 -0.35263
C 0.76238 1.93425 -0.69193
C 0.70486 2.28934 -2.00982
C 0.65239 1.31670 -3.04521
Cl 0.68214 1.68652 -4.74044
C 0.78451 -0.00421 -2.70710
C 0.91567 -0.44943 -1.35378
H -2.10218 -2.32674 2.51773
H -3.42901 -1.57461 1.77366
H -2.20773 0.12967 0.83886
H -1.43940 -1.29335 0.29116
H -0.44945 0.16863 2.86650
H 1.37847 -1.46265 2.55532
H 0.61398 -2.04365 0.96433
H 1.53996 0.82871 1.80796
H 0.83316 2.64488 0.08404
H 0.84989 3.29010 -2.34287
H 0.78066 -0.75316 -3.49434
H 1.01128 -1.47947 -1.02233



# 4
DFT (ωB97M-V/def2-TZVPD) results for a single CH3NSi molecule.

The SMILES is N#C[SiH3]. The value obtained for the frontier orbital gap is 11.71 eV. As for the total energy: -384.080620 a.u.

Geometry (Å):
N 2.47814 -0.05047 -0.04049
C 1.24053 -0.04812 0.14735
Si -0.56818 -0.04974 0.02578
H -1.39919 -0.24006 1.28915
H -0.40916 1.30420 -0.38841
H -1.34214 -0.91582 -1.03338



# 5
DFT (ωB97M-V/def2-TZVPD) results for a single C25H30N2O molecule.

The SMILES is COc1ccc([C@@H](CCNCc2ccc(N(C)C)cc2)c2ccccc2)cc1. The value obtained for the frontier orbital gap is 8.30 eV. As for the total energy: -1155.371845 a.u.

Geometry (Å):
C 4.49510 -6.07160 -1.58829
O 4.36400 -5.54320 -0.29238
C 3.39033 -4.61469 -0.06497
C 3.30275 -4.12697 1.23743
C 2.35223 -3.18607 1.57705
C 1.45534 -2.70483 0.63107
C 0.40766 -1.65084 0.91915
C 0.10537 -1.45432 2.41060
C -0.99243 -0.41250 2.64513
N -0.40690 0.88416 2.93626
C -1.38049 1.96685 3.03912
C -1.93638 2.37913 1.70180
C -3.08940 1.80573 1.17915
C -3.52682 2.11186 -0.09276
C -2.82524 3.01096 -0.90358
N -3.30630 3.33815 -2.16412
C -3.80184 2.30049 -3.03856
C -2.71573 4.43912 -2.88343
C -1.68329 3.60865 -0.36182
C -1.24891 3.28665 0.90808
C 0.83986 -0.35950 0.26236
C 0.04605 0.24863 -0.70041
C 0.45338 1.41927 -1.31555
C 1.65681 2.00433 -0.96607
C 2.45622 1.40615 -0.00582
C 2.05454 0.22904 0.59785
C 1.55346 -3.19417 -0.66485
C 2.50189 -4.13597 -1.02058
H 3.58676 -6.59597 -1.90352
H 4.73623 -5.29235 -2.31902
H 5.31914 -6.78160 -1.53578
H 3.99671 -4.50366 1.97240
H 2.31553 -2.83570 2.59629
H -0.52409 -1.97454 0.43793
H 0.99329 -1.11818 2.94571
H -0.20301 -2.41577 2.82532
H -1.66988 -0.38675 1.77483
H -1.58888 -0.68965 3.52168
H 0.26677 1.12098 2.21204
H -2.17950 1.63426 3.70755
H -0.86719 2.81323 3.50619
H -3.66727 1.12065 1.78457
H -4.44157 1.66343 -0.45082
H -4.08482 1.41882 -2.47263
H -4.67693 2.66306 -3.58381
H -3.03876 2.00442 -3.77190
H -1.72925 4.19968 -3.30647
H -2.62215 5.30217 -2.22670
H -3.38128 4.70581 -3.70536
H -1.10927 4.31734 -0.93714
H -0.34822 3.74856 1.28913
H -0.90176 -0.19442 -0.97375
H -0.17269 1.87289 -2.06909
H 1.97452 2.92072 -1.44157
H 3.39935 1.85598 0.26916
H 2.68896 -0.24327 1.33373
H 0.87187 -2.82878 -1.42034
H 2.53609 -4.48588 -2.04051



Short version: largest force on an atom = 3.0, 7.2, 2.7, 10.2, 0.4 eV/Å, in the order given.
Short version: energy above the lowest of the compared OMol25 structures with the same formula, charge and spin = 53.29, 65.06, 28.24, 22.43, 8.45 kcal/mol, in the order given.
Short version: HOMO = -8.75, -9.36, -8.66, -11.44, -7.55 eV, in the order given.